{"formula": "C6H7N", "method": "ωB97M-V with the def2-TZVPD basis set", "symbols": ["C", "C", "C", "C", "C", "C", "H", "H", "H", "H", "H", "H", "H", "N"], "coordinates": [[1.924, -0.222, -0.554], [0.480, -0.057, -0.190], [-0.471, -0.975, -0.012], [-1.727, -0.661, 0.425], [-1.265, 1.418, 0.539], [0.087, 1.171, 0.062], [2.484, -0.128, 0.273], [2.435, 0.014, -1.612], [2.114, -1.396, -0.911], [-0.093, -2.192, -0.334], [-2.541, -1.690, 0.473], [-1.886, 2.444, 0.700], [0.611, 1.845, 0.420], [-2.152, 0.430, 0.721]], "orbital_gap_ev": 10.309, "smiles": "Cc1ccncc1", "multiplicity": 1, "lumo_energy_ev": 0.90, "de_lowest_ev": 4.833}